Record 1
The following is a quantum chemistry calculation of C6H12O in the gas phase, from the Open Molecules 2025 dataset.

Last column: Löwdin charge in e.
Positions of all 19 atoms, in Å:
C -0.50 -0.50 1.98  -0.009
C 0.02 0.29 0.76  -0.457
C -0.64 1.65 0.66  -0.019
O 1.39 -0.11 0.58  0.001
C 0.51 -0.31 -0.53  -0.462
C -0.20 -1.57 -0.99  -0.018
C 1.13 0.45 -1.73  -0.015
H 0.40 -0.77 2.55  0.091
H -1.03 -1.43 1.76  0.069
H -1.14 0.11 2.62  0.075
H -1.65 1.40 0.27  0.099
H -0.18 2.34 -0.06  0.079
H -0.80 2.15 1.62  0.075
H -1.15 -1.18 -1.42  0.100
H 0.31 -2.11 -1.79  0.075
H -0.46 -2.25 -0.17  0.072
H 1.99 1.02 -1.36  0.087
H 0.48 1.12 -2.30  0.079
H 1.51 -0.30 -2.44  0.078

Computed properties:
total charge: 0
E: -8462.4328 eV
energy above the lowest of the compared OMol25 structures with the same formula, charge and spin: 44.3 kcal/mol
Kohn-Sham gap: 10.52 eV
HOMO: -9.57 eV
SMILES: CC1(C)OC1(C)C

---

Record 2
The following is a quantum chemistry calculation of C6H12O as an isolated structure, from the Open Molecules 2025 dataset.

Last column: Löwdin charge in e.
Positions of all 19 atoms, in Å:
C -1.45 1.75 -0.33  -0.039
C -0.89 1.50 1.06  -0.426
O -1.75 0.67 1.87  -0.105
C -0.67 -0.26 1.93  -0.227
C 0.31 0.59 1.17  0.166
C 2.09 -1.40 -0.86  -0.171
C 0.71 -1.20 -1.52  -0.165
H -2.33 2.40 -0.27  0.084
H -0.69 2.22 -0.96  0.088
H -1.77 0.81 -0.78  0.080
H -0.67 2.45 1.58  0.157
H -0.86 -1.17 1.34  0.136
H -0.35 -0.57 2.93  0.129
H 2.34 -0.54 -0.23  0.035
H 2.89 -1.56 -1.59  0.062
H 2.07 -2.27 -0.20  0.058
H 0.80 -0.78 -2.52  0.061
H 0.06 -0.51 -0.97  0.011
H 0.16 -2.14 -1.65  0.066

Computed properties:
total charge: 0
E: -8459.1726 eV
energy above the lowest of the compared OMol25 structures with the same formula, charge and spin: 119.5 kcal/mol
Kohn-Sham gap: 8.71 eV
HOMO: -9.09 eV

---

Repeat the second record exactly.
The following is a quantum chemistry calculation of C6H12O as an isolated structure, from the Open Molecules 2025 dataset.

Last column: Löwdin charge in e.
Positions of all 19 atoms, in Å:
C -1.45 1.75 -0.33  -0.039
C -0.89 1.50 1.06  -0.426
O -1.75 0.67 1.87  -0.105
C -0.67 -0.26 1.93  -0.227
C 0.31 0.59 1.17  0.166
C 2.09 -1.40 -0.86  -0.171
C 0.71 -1.20 -1.52  -0.165
H -2.33 2.40 -0.27  0.084
H -0.69 2.22 -0.96  0.088
H -1.77 0.81 -0.78  0.080
H -0.67 2.45 1.58  0.157
H -0.86 -1.17 1.34  0.136
H -0.35 -0.57 2.93  0.129
H 2.34 -0.54 -0.23  0.035
H 2.89 -1.56 -1.59  0.062
H 2.07 -2.27 -0.20  0.058
H 0.80 -0.78 -2.52  0.061
H 0.06 -0.51 -0.97  0.011
H 0.16 -2.14 -1.65  0.066

Computed properties:
total charge: 0
E: -8459.1726 eV
energy above the lowest of the compared OMol25 structures with the same formula, charge and spin: 119.5 kcal/mol
Kohn-Sham gap: 8.71 eV
HOMO: -9.09 eV

---

- What is the total charge in the first record?
  0

---

- What is the formula in the first record?
  C6H12O